Entry 1:
The following is a DFT calculation (ωB97M-V with the def2-TZVPD basis set) of a structure of composition C23H52IrO3P4Se.

net charge = +3
highest occupied orbital energy (spin up / spin down) = -13.51 / -17.48 eV
2S+1 = 5
frontier orbital gap (spin up / spin down) = 6.012 / 5.851 eV

The geometry in XYZ format:
```
84
Properties=species:S:1:pos:R:3:forces:R:3:lowdin_spin:R:1
Ir 0.2478 -0.1149 -0.0784 -0.63 0.65 1.40 0.780
P 1.1358 -2.0751 -0.7575 -0.26 -1.35 0.43 0.092
P 2.1706 0.5565 1.1140 0.52 0.04 0.98 0.124
P -1.8566 -0.1335 -2.0234 -1.52 -0.28 -0.36 0.249
H 1.2145 2.5957 -0.5549 -0.32 -0.28 0.13 0.025
C 0.2208 2.1566 -0.6934 -0.72 -0.05 0.28 0.219
C -0.6401 1.9378 0.4025 0.41 0.62 -0.46 0.064
H -0.3175 2.2486 1.3967 -0.21 -0.24 -0.33 0.003
C 2.1849 -1.9855 -2.2365 0.12 -0.06 -0.28 0.053
C 2.1384 -3.0388 0.4315 -0.05 -0.06 -0.22 -0.003
C -0.2067 -3.2467 -1.1665 0.40 -0.47 -0.08 0.008
C 2.0572 2.1504 2.0176 0.25 -0.03 -0.09 0.021
C 2.6272 -0.5839 2.4694 0.14 -0.04 0.11 0.010
C 3.6982 0.6709 0.1152 0.05 0.38 -0.04 0.051
C -2.7903 1.4085 -1.9182 -0.21 0.28 -0.21 0.035
C -3.1215 -1.4312 -2.1118 -0.22 -0.06 -0.33 0.029
C -0.9699 -0.1488 -3.5950 0.29 0.01 -0.33 0.046
H -0.1642 2.2683 -1.7086 -0.03 -0.07 0.26 0.026
H -1.7203 1.9212 0.2539 0.38 -0.03 0.09 0.003
H 2.4946 -3.0016 -2.5257 -0.03 0.32 -0.01 0.008
H 3.0782 -1.3799 -2.0339 -0.16 -0.23 0.02 0.001
H 1.6366 -1.5165 -3.0648 0.10 -0.23 0.17 0.004
H 2.3436 -4.0276 0.0005 0.01 0.22 0.08 0.000
H 1.5724 -3.1700 1.3611 0.12 0.05 -0.25 0.000
H 3.0915 -2.5443 0.6476 -0.21 -0.12 -0.06 0.000
H 0.2044 -4.2658 -1.1893 -0.21 0.18 -0.15 0.001
H -0.6388 -3.0180 -2.1474 0.12 -0.07 0.19 0.000
H -0.9881 -3.2096 -0.3958 0.24 0.05 -0.17 0.001
H 3.0277 2.3635 2.4884 -0.27 -0.02 -0.10 0.005
H 1.2938 2.0631 2.8031 0.22 -0.02 -0.19 0.000
H 1.7919 2.9767 1.3513 0.13 -0.06 0.25 0.000
H 3.5938 -1.0572 2.2486 -0.27 0.11 0.20 0.001
H 1.8559 -1.3542 2.5856 0.35 0.24 -0.02 0.001
H 2.7138 -0.0159 3.4063 0.05 -0.20 -0.26 0.001
H 4.4506 1.2562 0.6678 -0.12 -0.27 -0.26 0.006
H 3.4872 1.1749 -0.8461 0.27 -0.20 0.59 0.019
H 4.0894 -0.3347 -0.0916 -0.09 0.28 0.06 0.000
H -3.3956 1.5416 -2.8249 0.07 -0.08 0.17 0.010
H -2.1389 2.2764 -1.8099 -0.16 -0.10 -0.10 0.001
H -3.4604 1.3715 -1.0533 0.06 -0.07 -0.15 0.000
H -3.6485 -1.3567 -3.0730 -0.03 -0.12 0.27 0.008
H -3.8305 -1.3028 -1.2804 0.24 0.03 -0.29 0.000
H -2.6639 -2.4241 -2.0234 -0.17 0.30 -0.08 0.001
H -1.6401 0.2092 -4.3913 0.13 -0.10 0.22 0.008
H -0.6526 -1.1679 -3.8500 -0.09 0.20 0.10 0.000
H -0.0803 0.4977 -3.5631 -0.38 -0.20 0.03 0.016
C 2.4550 3.2003 -3.9280 -0.04 0.75 -0.32 0.244
C 2.0247 4.4083 -3.3098 0.00 0.57 -0.18 0.101
C 2.1246 5.6158 -3.9996 -0.27 -0.51 0.83 0.023
C 2.6405 5.6587 -5.3054 0.08 -0.52 0.04 0.190
C 3.0490 4.4610 -5.9276 0.02 -0.50 0.08 0.015
C 2.9558 3.2516 -5.2565 0.23 0.01 -0.54 0.113
Se 2.3822 1.5880 -3.0791 0.09 0.26 -0.36 1.196
H -1.2888 -0.7240 -0.5645 0.90 0.47 -0.31 0.053
H 1.6194 4.3592 -2.3026 0.06 0.25 -0.14 0.005
H 1.7925 6.5337 -3.5101 0.12 -0.29 -0.18 -0.001
H 2.7234 6.6044 -5.8356 -0.03 -0.16 0.11 0.008
H 3.4408 4.4758 -6.9437 -0.10 0.02 0.26 -0.001
H 3.2579 2.3111 -5.7224 0.03 0.41 -0.09 0.008
C 0.0580 -1.6202 4.8662 -0.06 0.31 0.35 0.001
C -0.5592 -2.6080 3.9247 -0.15 -0.04 -0.96 0.004
O -0.4223 -2.1945 2.4630 -0.23 1.00 -0.02 0.017
P -1.0421 -0.8829 1.7278 -0.98 -0.92 1.56 0.051
O -1.2440 0.1912 2.9086 -0.63 0.00 -0.60 0.020
C -2.5819 0.7208 3.4118 0.96 -0.34 -0.73 0.002
C -3.0030 -0.0442 4.6289 -0.18 0.15 0.58 0.001
O -2.5429 -1.2803 1.2463 0.41 0.00 0.00 0.017
C -3.6741 -2.0957 1.8647 0.71 0.71 -0.05 0.005
C -3.3451 -3.5567 1.8244 0.16 -0.20 0.06 0.001
H 1.0380 -1.2756 4.5221 -0.24 -0.16 0.13 0.000
H 0.1949 -2.1120 5.8352 -0.02 0.07 -0.12 0.000
H -0.6014 -0.7604 5.0058 0.42 -0.18 0.06 0.000
H -0.0494 -3.5749 3.9554 -0.12 0.19 -0.18 0.000
H -1.6281 -2.7697 4.1144 0.32 0.03 -0.03 0.000
H -2.3807 1.7734 3.6269 -0.06 -0.23 -0.08 0.000
H -3.2973 0.6393 2.5883 0.18 0.02 0.11 0.000
H -2.8770 -1.1269 4.5179 -0.07 0.31 0.02 0.000
H -2.4403 0.2875 5.5094 -0.18 -0.17 -0.16 0.000
H -4.0642 0.1588 4.8163 0.17 -0.05 0.05 0.000
H -4.5415 -1.8489 1.2450 0.28 0.05 0.07 0.000
H -3.8465 -1.7103 2.8761 0.07 -0.17 -0.34 0.000
H -2.4633 -3.7812 2.4327 -0.22 -0.06 -0.20 0.000
H -4.1897 -4.1251 2.2236 0.06 0.05 -0.05 0.000
H -3.1695 -3.8875 0.7966 -0.03 0.00 0.13 0.000
```
Forces are in eV/Å.


Entry 2:
The following is a DFT calculation (ωB97M-V with the def2-TZVPD basis set) of a structure of composition C23H52N5O8V.

net charge = +1
highest occupied orbital energy (spin up / spin down) = -10.99 / -10.99 eV
2S+1 = 4
frontier orbital gap (spin up / spin down) = 5.496 / 5.589 eV

The geometry in XYZ format:
```
89
Properties=species:S:1:pos:R:3:forces:R:3:lowdin_spin:R:1
V -0.8468 4.3527 0.9281 1.50 -3.72 -2.28 3.026
C -0.2428 0.5543 -1.4849 0.33 0.15 0.19 0.001
C -0.6026 0.8980 -0.0367 -0.57 0.30 0.51 -0.005
O -0.4496 2.2353 0.4454 -0.55 2.96 0.24 -0.068
H -0.0531 -0.5134 -1.5945 -0.28 -0.23 0.34 0.000
H 0.7135 0.9836 -1.7839 -0.14 0.49 -0.11 0.000
H -1.0447 0.7708 -2.1908 0.14 0.40 -0.02 0.000
H -0.0602 0.2442 0.6463 0.38 0.03 0.02 -0.004
H -1.6463 0.6269 0.1223 -0.14 -0.16 -0.07 -0.003
C 3.3625 -2.5385 -3.4534 0.69 -3.14 -3.11 0.000
O 3.8284 -3.4253 -4.2138 -0.82 1.99 1.77 0.000
N 3.9018 -2.1238 -2.3234 -0.64 0.97 0.13 0.000
C 5.2310 -2.5342 -1.8634 -0.38 -0.04 0.55 0.000
C 3.2468 -1.0007 -1.6830 0.88 0.69 1.85 0.000
H 2.3955 -2.0776 -3.7080 0.05 0.17 0.16 0.000
H 5.1571 -3.3487 -1.1428 -0.16 -0.23 -0.19 0.000
H 5.6487 -1.7185 -1.2733 0.20 0.20 -0.38 0.000
H 5.8683 -2.8359 -2.6946 -0.19 0.21 0.02 0.000
H 2.1974 -0.7255 -1.7879 -0.14 -1.20 -0.89 0.000
H 3.3423 -1.1902 -0.6138 0.07 0.24 0.21 0.000
H 3.7380 -0.0492 -1.8865 0.50 0.05 -0.07 0.000
C -6.0940 1.0753 -0.3024 -2.56 -0.64 -0.50 0.000
O -7.2994 1.0538 -0.6095 2.45 0.20 0.47 0.000
N -5.6450 1.1015 0.9739 1.62 0.95 -0.26 0.000
C -4.2113 1.3397 1.2548 -0.42 -1.07 -0.05 0.001
C -6.5299 1.1527 2.1078 -0.49 -0.23 0.09 0.000
H -5.2784 0.9426 -1.0301 -0.12 0.28 -0.18 0.000
H -3.5335 1.1583 0.4207 -0.63 0.14 -0.53 0.000
H -3.8712 0.5845 1.9633 -0.08 0.17 0.46 0.000
H -3.9721 2.3314 1.6389 -0.36 0.19 0.19 0.001
H -6.4817 2.1093 2.6282 0.35 -0.04 0.24 0.000
H -7.5758 1.0521 1.8179 0.23 -0.17 -0.40 0.000
H -6.2730 0.3012 2.7380 -0.08 0.26 0.45 0.000
C 3.6976 0.9816 4.3368 -1.18 -0.76 -0.46 0.000
O 2.6373 1.5252 4.6296 0.83 -0.34 -0.74 0.000
N 3.9134 0.1506 3.2456 -0.22 -0.05 0.69 0.000
C 5.2686 -0.3120 2.9676 0.64 0.78 -0.53 0.000
C 3.0730 0.0547 2.0485 0.14 -0.14 -0.19 0.000
H 4.5633 1.0278 5.0155 0.08 -0.01 -0.22 0.000
H 5.3334 -1.2555 2.4257 -0.51 -0.27 0.47 0.000
H 5.9383 -0.3133 3.8276 -0.45 -0.20 0.22 0.000
H 5.7238 0.3943 2.2733 0.20 0.25 -0.21 0.000
H 1.9992 0.2286 2.1193 0.31 0.64 0.67 0.000
H 3.5302 0.6855 1.2862 -0.29 0.35 -0.20 0.000
H 3.1026 -0.9445 1.6140 0.44 -0.31 0.37 0.000
C 0.4417 5.6063 -1.8471 -0.97 0.70 -5.20 0.004
O 0.0118 5.2219 -0.7983 -1.15 -1.08 5.02 0.026
N -0.1138 5.1697 -3.0094 0.92 0.00 2.23 0.011
C -1.0439 4.0611 -3.0706 0.21 -0.32 -0.03 0.002
C 0.3942 5.5286 -4.2805 0.64 0.88 -0.81 0.001
H 1.1504 6.4370 -1.9883 0.13 -0.36 0.31 0.001
H -1.3458 3.7183 -2.0809 -0.30 0.28 -0.22 0.002
H -0.5351 3.2176 -3.5373 0.06 -0.12 -0.06 0.001
H -1.8365 4.3635 -3.7549 -0.37 -0.18 0.43 0.000
H 1.0342 4.7376 -4.6713 -0.05 0.02 -0.21 0.000
H -0.4454 5.7150 -4.9502 0.15 -0.04 -0.14 0.000
H 0.9676 6.4513 -4.1914 0.08 -0.04 -0.16 0.000
C 0.5555 -1.5066 5.4409 0.30 -0.73 -0.25 0.000
O 0.6542 -2.2918 6.3778 -0.57 0.87 -1.08 0.000
N -0.4946 -1.4064 4.5484 0.66 0.12 0.23 0.000
C -0.5902 -0.3959 3.4838 0.01 -0.73 0.18 0.000
C -1.6198 -2.3043 4.6651 0.09 -0.46 0.89 0.000
H 1.4021 -0.8710 5.1385 -0.14 0.35 0.16 0.000
H -0.7328 -0.8733 2.5144 -0.32 -0.39 -0.03 0.000
H 0.3005 0.2069 3.3061 0.03 0.10 0.89 0.000
H -1.4729 0.2130 3.6795 0.11 0.34 -0.09 0.000
H -1.6921 -2.9641 3.8005 -0.41 0.34 -0.28 0.000
H -1.4778 -2.9781 5.5100 0.44 0.11 0.05 0.000
H -2.5302 -1.7744 4.9455 -0.24 0.10 -0.64 0.000
C -4.5310 -1.5666 -5.4074 -0.81 -1.04 -0.91 0.000
C -4.1174 -0.3769 -4.6662 0.54 2.16 1.32 0.000
O -4.8137 0.1870 -3.8431 -0.46 -0.65 -0.17 0.000
C -2.7496 0.2481 -4.8743 -0.45 -0.76 -1.35 0.000
H -4.3332 -1.5297 -6.4787 0.09 0.49 -0.08 0.000
H -5.6073 -1.6829 -5.2802 0.11 -0.26 0.13 0.000
H -4.0042 -2.4789 -5.1274 0.02 0.04 0.50 0.000
H -2.4657 0.0179 -5.9012 0.63 -0.18 0.08 0.000
H -2.0947 -0.2414 -4.1534 0.35 0.38 -0.11 0.000
H -2.8150 1.3354 -4.8353 0.05 -0.17 0.63 0.000
C 1.4335 -3.4953 0.7151 0.41 -1.18 0.99 0.000
C 2.6807 -3.9326 1.5097 1.01 0.61 0.08 0.000
O 3.8080 -3.6827 1.1077 -1.02 -0.16 0.11 0.000
C 2.4504 -4.5652 2.8708 -0.13 -0.30 -0.41 0.000
H 1.5823 -3.8185 -0.3152 -0.17 0.45 -0.06 0.000
H 1.2188 -2.4368 0.8623 0.31 0.11 -0.31 0.000
H 0.5998 -4.0307 1.1693 -0.26 -0.03 -0.33 0.000
H 1.7110 -3.9322 3.3613 0.15 -0.01 0.48 0.000
H 3.3596 -4.7506 3.4426 0.03 0.67 -0.09 0.000
H 2.0059 -5.5588 2.8149 -0.36 0.00 -0.43 0.000
```
Forces are in eV/Å.


| no. | electronic energy (Eh) |
| --- | --- |
| 1 | -5003.4996 |
| 2 | -2726.8626 |